# 1
Computed, not measured: 5 unconnected molecules or ions with the total composition C33H29F33N5O5 in a non-equilibrium geometry, with the ωB97M-V functional and the def2-TZVPD basis.

Each line ends with the Mulliken charge.
Positions of all 105 atoms, in Å:
O 2.5586 -3.4702 3.2737  -0.435
C 1.5283 -3.6161 3.8291  0.497
F 1.3893 -4.3778 4.9421  -0.224
C 0.2080 -3.0063 3.3924  -0.491
N 0.4658 -1.6555 2.8443  -0.098
C -0.1756 -0.5843 3.4080  -0.113
N 0.5040 0.3372 4.1418  -0.172
C 0.4720 1.7505 3.8193  0.323
C -0.0108 2.2242 2.6117  -0.046
C 0.0302 3.5963 2.3986  -0.838
N 0.4997 4.4679 3.2809  -0.551
C 0.9671 3.9885 4.4276  -0.798
C 0.9796 2.6367 4.7509  -0.267
N -1.4749 -0.4697 3.2459  0.317
C -2.3151 0.5151 3.8725  0.043
C -3.0738 1.3516 3.0721  0.033
C -3.8567 2.3001 3.7027  -0.195
C -3.8400 2.3629 5.0930  -0.501
N -3.1256 1.5372 5.8497  -0.593
C -2.3798 0.6237 5.2556  -0.477
H -0.5045 -2.9916 4.2162  0.364
H -0.2055 -3.6510 2.6099  0.376
H 1.4613 -1.4658 2.7906  0.444
H 1.4553 0.0392 4.3208  0.471
H -0.4005 1.5778 1.8350  0.625
H -0.3307 3.9943 1.4565  0.583
H 1.3512 4.7110 5.1384  0.454
H 1.3710 2.3048 5.7039  0.519
H -1.9256 -1.0999 2.5925  0.285
H -3.0384 1.2830 1.9902  0.445
H -4.4609 2.9792 3.1168  0.288
H -4.4280 3.1109 5.6117  0.405
H -1.8093 -0.0480 5.8893  0.448
C 5.1486 2.7584 0.8226  -0.788
C 5.1691 3.0041 -0.6906  0.925
C 6.1996 4.0000 -1.2354  0.060
F 5.9734 5.2293 -0.7330  -0.218
F 6.0749 4.0491 -2.5770  -0.258
F 3.9351 3.3259 -1.1256  -0.262
F 5.5161 1.8037 -1.2483  -0.337
O 4.1519 3.4429 1.5546  -0.262
C 4.3750 4.6677 2.1141  0.760
C 3.3982 5.7239 1.5780  0.526
F 3.5434 5.8539 0.2465  -0.237
F 3.6846 6.9045 2.1667  -0.279
F 5.6485 5.0650 1.9879  -0.301
F 4.1130 4.5544 3.4421  -0.302
H 4.8832 1.7071 0.9206  0.370
H 6.1395 2.8895 1.2570  0.312
H 7.2136 3.6815 -0.9802  0.300
H 2.3708 5.4386 1.8121  -0.025
C -0.8463 -3.7712 -1.8921  -0.927
C -0.7792 -3.5023 -3.4008  1.028
C 0.4223 -2.6919 -3.9005  0.221
F 0.3838 -1.4510 -3.3626  -0.251
F 0.3317 -2.5822 -5.2414  -0.267
F -1.9229 -2.9234 -3.8174  -0.275
F -0.6863 -4.7244 -3.9899  -0.281
O -1.6971 -2.9046 -1.1509  -0.313
C -1.2813 -1.7439 -0.6225  0.730
C -2.0855 -0.5341 -1.1269  0.065
F -1.9232 -0.3783 -2.4416  -0.215
F -1.6103 0.5685 -0.4836  -0.203
F 0.0383 -1.5439 -0.7242  -0.292
F -1.5481 -1.7747 0.7413  -0.425
H -1.3157 -4.7480 -1.7991  0.445
H 0.1513 -3.8363 -1.4580  0.401
H 1.3672 -3.1701 -3.6443  0.185
H -3.1438 -0.6607 -0.8900  0.273
C -6.2292 5.8065 0.5065  -0.894
C -5.2282 4.6756 0.7590  1.116
C -4.0227 4.5455 -0.1789  0.029
F -4.4109 4.2589 -1.4296  -0.224
F -3.2529 3.5148 0.2758  -0.166
F -5.8584 3.4858 0.8513  -0.299
F -4.6590 4.9237 1.9856  -0.341
O -7.4040 5.4453 -0.1754  -0.394
C -7.4886 5.4920 -1.5390  0.794
C -7.8486 4.1168 -2.1208  0.165
F -6.9079 3.2121 -1.7719  -0.207
F -7.8779 4.2109 -3.4639  -0.253
F -6.3674 5.9780 -2.0975  -0.284
F -8.5029 6.3206 -1.8616  -0.295
H -6.5646 6.1056 1.4987  0.433
H -5.7354 6.6669 0.0537  0.343
H -3.4236 5.4588 -0.1712  0.280
H -8.8224 3.7963 -1.7474  0.257
C 2.3333 -8.6647 -4.2088  -0.688
C 3.3288 -9.4492 -5.0717  0.841
C 4.7703 -9.5534 -4.5616  0.082
F 5.3260 -8.3255 -4.4825  -0.220
F 5.4822 -10.2951 -5.4317  -0.258
F 3.3193 -8.9847 -6.3336  -0.264
F 2.8689 -10.7357 -5.0816  -0.325
O 2.0758 -7.3353 -4.6168  -0.333
C 2.7972 -6.2817 -4.1728  0.628
C 3.4657 -5.5141 -5.3235  0.299
F 4.3232 -6.3128 -5.9755  -0.234
F 4.1509 -4.4744 -4.7906  -0.263
F 3.6790 -6.6121 -3.2173  -0.298
F 1.9231 -5.3874 -3.6091  -0.302
H 1.3835 -9.1780 -4.3454  0.393
H 2.5956 -8.7253 -3.1525  0.327
H 4.7970 -10.0296 -3.5779  0.295
H 2.7061 -5.1385 -6.0120  0.257

Results
frontier orbital gap = 9.41 eV
total energy = -142050.9430 eV
HOMO = -12.81 eV
net charge = +1

=====

# 2
Computed, not measured: a molecular structure, C33H29F3INSSb2Ti in a non-equilibrium geometry, with the ωB97M-V functional and the def2-TZVPD basis.

Each line ends with the Mulliken spin population.
Positions of all 71 atoms, in Å:
Ti -0.4710 0.6396 -0.4274  0.129
C -2.5726 -1.2480 2.8049  -0.001
C -2.3847 0.1280 3.4511  0.000
C -0.9955 0.4771 3.9884  0.025
Sb 0.7208 0.1855 2.6942  -0.003
C 2.1357 0.1611 4.2824  -0.002
C 3.2272 -0.7001 4.2348  -0.002
C 4.1609 -0.7058 5.2633  0.000
C 4.0063 0.1488 6.3436  -0.001
C 2.9186 1.0100 6.3984  0.001
C 1.9857 1.0173 5.3718  0.002
C 1.1970 2.1725 2.0307  0.274
C 2.1866 2.9588 2.5488  -0.093
C 2.4706 4.2335 2.0279  0.346
C 1.7150 4.7541 0.9600  -0.095
C 0.7255 4.0258 0.3821  0.279
C 0.4480 2.6556 0.8455  -0.079
Sb -1.8591 -1.6621 0.8000  0.003
C -2.7655 -3.5807 0.7025  0.005
C -1.9894 -4.7327 0.6456  -0.001
C -2.6003 -5.9801 0.6616  0.000
C -3.9814 -6.0720 0.7321  0.000
C -4.7547 -4.9198 0.7854  0.000
C -4.1517 -3.6714 0.7703  0.001
C -3.4262 -0.6974 -0.3277  -0.001
C -3.9458 0.5525 -0.0049  -0.005
C -4.8611 1.1841 -0.8435  0.004
C -5.2733 0.5620 -2.0089  0.001
C -4.7852 -0.7020 -2.3270  0.002
C -3.8669 -1.3217 -1.4977  0.001
H -3.6347 -1.4836 2.7153  0.000
H -2.1245 -2.0360 3.4177  0.000
H -3.0749 0.1735 4.3004  0.000
H -2.7241 0.9096 2.7710  0.002
H -0.9837 1.5064 4.3481  -0.004
H -0.7490 -0.1668 4.8377  0.001
H 3.3593 -1.3714 3.3944  0.000
H 5.0073 -1.3780 5.2190  0.000
H 4.7328 0.1449 7.1449  0.000
H 2.7965 1.6772 7.2415  0.000
H 1.1447 1.6986 5.4285  0.001
H 2.7584 2.6056 3.3985  0.006
H 3.2612 4.8264 2.4653  0.017
H 1.9197 5.7519 0.5961  -0.001
H 0.1406 4.4147 -0.4396  0.038
H 0.7635 2.0047 -0.0849  0.077
H -0.9092 -4.6704 0.5889  -0.001
H -1.9954 -6.8755 0.6183  0.000
H -4.4587 -7.0424 0.7436  0.000
H -5.8329 -4.9915 0.8382  0.000
H -4.7688 -2.7804 0.7989  0.000
H -3.6714 1.0420 0.9201  0.001
H -5.2525 2.1559 -0.5754  0.000
H -5.9880 1.0465 -2.6602  0.000
H -5.1294 -1.2054 -3.2216  0.000
H -3.5052 -2.3128 -1.7567  0.000
F 0.2806 4.0085 -3.1182  0.000
C -0.9994 3.6326 -3.2659  0.002
F -1.4804 4.2337 -4.3588  0.000
F -1.6737 4.0969 -2.2044  0.000
C -1.1091 2.1356 -3.3648  -0.013
C -1.3732 1.4909 -4.5554  0.000
C -1.4465 0.0909 -4.5939  0.000
C -1.2756 -0.6311 -3.4363  0.002
N -1.0062 0.0362 -2.3055  0.008
C -0.9102 1.3424 -2.2447  -0.013
S -1.3571 2.2340 0.9219  0.077
H -1.5269 2.0664 -5.4581  0.000
H -1.6411 -0.4229 -5.5239  0.000
H -1.3297 -1.7099 -3.3943  0.000
I 2.0194 -0.2863 -0.9184  0.010

Results
frontier orbital gap (spin up / spin down) = 5.55 / 6.38 eV
multiplicity = 2
total energy = -99453.1627 eV
⟨S²⟩ = 0.791
HOMO (spin up / spin down) = -9.75 / -10.67 eV
net charge = +1

=====

# 3
Computed, not measured: a molecular structure, C33H29F5LuN7 in a non-equilibrium geometry, with the ωB97M-V functional and the def2-TZVPD basis.

Each line ends with the Mulliken charge.
Positions of all 75 atoms, in Å:
Lu 0.8333 -1.1193 -0.6200  2.255
C 3.7029 -0.1642 -2.0773  -1.317
C 3.1639 0.9427 -2.9795  -0.714
C 2.0253 1.7921 -2.4826  0.541
C 2.0262 3.1227 -2.9005  -1.017
C 0.9924 3.9637 -2.5438  -0.545
C -0.0612 3.4221 -1.8217  -0.972
C -0.0049 2.0880 -1.4750  -0.235
N 1.0301 1.2674 -1.7475  0.495
N 2.8599 -1.3742 -1.9588  0.855
C 2.5249 -1.9058 -3.3021  -1.322
C 1.1801 -1.4330 -3.8070  0.513
C 0.9773 -1.2095 -5.1645  -1.053
C -0.2754 -0.8299 -5.6158  -0.517
C -1.2990 -0.6942 -4.6879  -0.868
C -1.0208 -0.9410 -3.3575  -0.081
N 0.1903 -1.2989 -2.9069  0.106
C 3.6516 -2.3801 -1.2194  -1.834
C 2.8439 -3.6214 -0.9252  1.349
C 3.4730 -4.7638 -0.4513  -1.047
C 2.7101 -5.8967 -0.2285  -0.530
C 1.3562 -5.8571 -0.5310  -0.883
C 0.8089 -4.6720 -0.9885  -0.394
N 1.5236 -3.5544 -1.1654  0.144
H 3.8682 0.2366 -1.0693  0.386
H 4.6785 -0.4607 -2.4906  0.504
H 2.8645 0.5363 -3.9505  0.263
H 4.0020 1.6167 -3.1713  0.634
H 2.8463 3.4925 -3.4969  0.495
H 1.0042 5.0059 -2.8184  0.443
H -0.9039 4.0271 -1.5277  0.511
H -0.8407 1.6515 -0.9464  0.489
H 2.4705 -2.9991 -3.2475  0.704
H 3.3155 -1.6590 -4.0192  0.555
H 1.7934 -1.3293 -5.8594  0.520
H -0.4505 -0.6473 -6.6642  0.467
H -2.2906 -0.4061 -4.9922  0.486
H -1.8001 -0.8607 -2.6070  0.397
H 3.9975 -1.9488 -0.2715  0.475
H 4.5489 -2.6566 -1.7930  0.724
H 4.5329 -4.7589 -0.2503  0.509
H 3.1658 -6.7936 0.1572  0.489
H 0.7422 -6.7338 -0.4120  0.471
H -0.2413 -4.6001 -1.2413  0.433
N -4.5042 2.2237 3.5160  0.025
C -4.8659 3.0695 4.5198  0.761
C -6.0970 3.5347 4.9588  -1.003
C -6.0871 4.4055 6.0248  -0.429
C -4.8916 4.8055 6.6459  -0.492
C -3.6662 4.3676 6.2085  -0.811
C -3.6413 3.4912 5.1171  0.612
N -2.6019 2.9327 4.4560  -0.598
C -3.1275 2.1795 3.5092  -0.435
C -2.3561 1.4226 2.5768  1.110
C -2.9016 0.4689 1.6998  -0.941
C -2.0856 -0.1750 0.8002  -0.608
N -0.7631 0.0618 0.6674  0.454
C -0.2394 0.9699 1.5331  -0.336
C -0.9696 1.6381 2.4803  -0.757
H -5.1324 1.7631 2.8800  0.185
H -7.0171 3.2301 4.4864  0.397
H -7.0227 4.7839 6.4062  0.405
H -4.9517 5.4822 7.4845  0.402
H -2.7497 4.6767 6.6809  0.456
H -3.9501 0.2177 1.7317  0.376
H -2.5027 -0.9138 0.1204  0.408
H 0.8277 1.1720 1.4408  0.346
H -0.5094 2.3445 3.1525  0.576
F 0.3848 -2.4675 0.9016  -0.311
C 1.7145 -2.3673 1.4980  -0.577
F 2.0930 -1.0102 0.9815  -0.440
C 1.3708 -2.0609 2.9510  1.028
F 0.2666 -1.2703 3.0176  -0.173
F 2.3559 -1.4041 3.5548  -0.257
F 1.1044 -3.1680 3.6279  -0.260

Results
frontier orbital gap = 6.88 eV
total energy = -92320.1459 eV
HOMO = -12.35 eV
net charge = +2

=====

# 4
Computed, not measured: a molecular structure, C33H29F5N7O5RuS2Se in a non-equilibrium geometry, with the ωB97M-V functional and the def2-TZVPD basis.

Each line ends with the Mulliken spin population.
Positions of all 83 atoms, in Å:
Ru -0.2610 0.0272 -0.1567  0.168
C -4.5897 0.8031 -1.8093  -0.005
C -3.4083 0.2921 -1.0112  0.089
S -1.8925 0.4589 -1.7162  0.295
C -3.5965 -0.3152 0.2253  0.105
C -4.9991 -0.4643 0.7757  -0.003
S -2.3065 -0.8902 1.1255  0.299
H -4.2435 1.3882 -2.6604  0.004
H -5.2395 1.4338 -1.1963  -0.001
H -5.2010 -0.0220 -2.1912  0.002
H -5.3642 0.4918 1.1657  0.007
H -4.9989 -1.1820 1.5948  0.003
H -5.7081 -0.7983 0.0129  0.001
C -3.7441 8.3836 -0.7955  0.000
O -4.0241 7.6107 0.3523  0.000
C -2.9338 7.3133 1.1506  -0.002
C -1.8885 8.1966 1.3711  0.002
C -0.8363 7.8318 2.2052  -0.003
C -0.7711 6.5743 2.8087  0.002
C -1.8581 5.7109 2.5936  -0.004
C -2.9188 6.0792 1.7799  0.002
N 0.3572 6.3301 3.6177  -0.008
N 0.6142 5.1732 4.1297  -0.001
C 0.5153 3.9781 3.4839  0.006
C 0.6277 2.8807 4.3742  0.001
C 0.4874 1.5854 3.9984  0.005
C 0.1935 1.2355 2.6366  0.041
O 0.0763 0.0609 2.2662  0.008
C 0.0829 2.3588 1.6644  -0.036
N -0.1927 2.0140 0.3707  0.032
C -0.1073 2.9663 -0.5525  -0.020
C 0.3127 4.2579 -0.2576  -0.001
C 0.5493 4.6212 1.0389  -0.005
C 0.3588 3.6763 2.0621  -0.011
H -4.6214 8.3243 -1.4371  0.000
H -2.8760 7.9912 -1.3318  0.000
H -3.5625 9.4345 -0.5511  0.000
H -1.8875 9.1758 0.9083  0.000
H -0.0243 8.5237 2.3986  0.000
H -1.8719 4.7417 3.0713  0.000
H -3.7482 5.4016 1.6154  0.000
H 0.8152 3.1360 5.4116  0.000
H 0.5901 0.7733 4.7063  -0.001
H -0.3591 2.6731 -1.5598  0.016
H 0.4561 4.9592 -1.0693  0.001
H 0.9049 5.6123 1.2760  0.001
C 3.6260 -5.7428 0.3754  0.000
N 2.5628 -4.7942 0.1250  0.000
C 1.4616 -5.1317 -0.6176  0.001
C 0.5038 -4.2383 -0.8813  0.004
C 0.6773 -2.8811 -0.3699  0.006
O -0.1838 -2.0307 -0.6812  -0.002
N 1.7282 -2.5912 0.4149  -0.001
C 2.6697 -3.5079 0.6881  -0.001
O 3.6572 -3.3086 1.4170  0.000
H 3.2956 -6.7313 0.0551  0.000
H 3.8737 -5.7593 1.4344  0.000
H 4.5333 -5.4734 -0.1688  0.000
H 1.4183 -6.1594 -0.9576  0.000
H -0.3720 -4.4802 -1.4636  0.001
F -1.6345 0.7417 -7.2843  0.000
C -0.9155 0.6450 -6.1470  -0.003
C -0.0960 1.6777 -5.7484  0.002
F -0.0169 2.7913 -6.5074  0.000
C 0.6371 1.5632 -4.5774  0.000
F 1.4141 2.6186 -4.2723  0.000
C 0.5871 0.4466 -3.7535  -0.020
Se 1.5582 0.3691 -2.0868  -0.004
C -0.2344 -0.5821 -4.2077  0.013
F -0.3175 -1.7383 -3.5460  0.008
C -0.9787 -0.4933 -5.3724  0.007
F -1.7548 -1.5189 -5.7750  -0.001
C 5.5665 -0.6185 1.6267  0.000
N 4.5300 0.1133 0.9328  0.000
C 3.1998 0.0734 1.2685  -0.001
N 2.9030 -0.6641 2.3963  0.001
O 2.3823 0.7093 0.6176  0.001
H 6.5385 -0.2598 1.2862  0.000
H 5.5080 -1.6983 1.4606  0.000
H 5.4890 -0.4361 2.6988  0.000
H 4.6942 0.4503 0.0000  0.000
H 3.3022 -1.5993 2.3559  0.000
H 1.8939 -0.7143 2.4972  0.000

Results
frontier orbital gap (spin up / spin down) = 5.52 / 5.63 eV
multiplicity = 2
energy relative to the best compared isomer or geometry (same formula, charge and spin) = 219.15 kJ/mol
total energy = -158548.0125 eV
⟨S²⟩ = 0.766
HOMO (spin up / spin down) = -1.47 / -1.58 eV
net charge = -2

=====

Question: The lowest total energy belongs to which entry?
Answer: C33H29F5N7O5RuS2Se

=====

Question: Which value of total energy does entry 1 give?
Answer: -142050.9430 eV

=====

Question: The highest total energy belongs to which entry?
Answer: C33H29F5LuN7